(1)
Density functional theory data (wB97M-V/def2-TZVPD) for the molecule C23H26N2O6 in a non-equilibrium geometry.

Positions of all 57 atoms, in Å:
C1 8.84456 0.85931 3.02083
O1 7.58266 1.49019 3.05289
C2 6.48883 0.94818 2.47231
C3 5.33168 1.72028 2.61213
C4 4.12230 1.33250 2.08930
C5 4.02027 0.12766 1.38647
C6 2.79536 -0.34902 0.80919
C7 1.58975 0.26120 0.87523
C8 0.42479 -0.30671 0.26041
O2 0.60014 -1.44151 -0.38291
C9 -0.84646 0.29565 0.33124
C10 -1.08196 1.54824 1.02639
O3 -0.27293 2.23748 1.61597
N1 -2.40037 1.98203 0.98891
C11 -3.48343 1.38674 0.39816
O4 -4.58822 1.87090 0.44130
N2 -3.20772 0.19414 -0.23884
C12 -4.32085 -0.46850 -0.90655
C13 -4.49295 0.05578 -2.33626
C14 -5.62997 -0.63386 -3.03708
C15 -5.42613 -1.45882 -4.05470
C16 -6.51350 -2.17200 -4.79780
C17 -7.84310 -2.11288 -4.05161
C18 -8.08053 -0.69726 -3.53923
C19 -7.00896 -0.34136 -2.51284
C20 -1.95486 -0.37214 -0.32104
O5 -1.82995 -1.43515 -0.94359
C21 5.17809 -0.64988 1.24195
C22 6.40099 -0.27228 1.76557
O6 7.53882 -1.02696 1.63244
C23 7.46496 -2.24808 0.93863
H1 9.50892 1.53152 3.56350
H2 9.20746 0.73421 1.99913
H3 8.82282 -0.11195 3.51833
H4 5.42861 2.64655 3.15597
H5 3.25783 1.96102 2.22290
H6 2.85691 -1.28951 0.27487
H7 1.45200 1.19379 1.39281
H8 -0.29122 -1.72480 -0.76235
H9 -2.58463 2.85750 1.46653
H10 -5.21574 -0.26515 -0.31765
H11 -4.10968 -1.53871 -0.92287
H12 -3.56292 -0.10920 -2.88401
H13 -4.68580 1.13090 -2.28720
H14 -4.42106 -1.63746 -4.41361
H15 -6.62175 -1.70930 -5.78523
H16 -6.21871 -3.21146 -4.96461
H17 -7.81575 -2.79985 -3.20324
H18 -8.65577 -2.42391 -4.71101
H19 -8.03126 0.00204 -4.37636
H20 -9.07095 -0.61553 -3.08740
H21 -7.17684 -0.92392 -1.60130
H22 -7.08002 0.71372 -2.23898
H23 5.09460 -1.57810 0.69912
H24 7.16737 -2.10278 -0.10460
H25 8.47329 -2.65834 0.97016
H26 6.77596 -2.94694 1.42328

Relative energy (zero: lowest compared OMol25 entry of this formula, charge and spin) in kJ/mol: 227.37
M in u: 426.47
Charge: 0
HOMO level in eV: -7.994
Electronic energy in Ha: -1453.0331
Orbital gap in Eh: 0.264
SMILES: COc1ccc(/C=C/C(O)=C2\C(=O)NC(=O)N(CCC3=CCCCC3)C2=O)cc1OC

***

(2)
Density functional theory data (wB97M-V/def2-TZVPD) for a structure of composition C23H26N3O3Sc.

Positions of all 56 atoms, in Å:
Sc1 0.02511 -0.07458 -0.62625
C1 4.29218 -1.77184 0.68624
N1 3.52369 -0.94664 1.62947
C2 4.08824 -0.77764 2.97592
C3 2.39705 -0.39106 1.27780
O1 1.87307 -0.55579 0.13812
C4 1.63485 0.48657 2.26699
O2 0.64231 1.20850 1.55156
C5 0.91355 2.58141 1.30023
C6 0.50471 2.89022 -0.13122
O3 0.17760 1.91635 -0.87194
N2 0.50387 4.12368 -0.55309
C7 0.07796 4.45679 -1.92083
C8 0.81233 5.25793 0.32665
H1 5.29867 -1.36450 0.60938
H2 3.81557 -1.76232 -0.28628
H3 4.34711 -2.79406 1.05611
H4 4.74879 -1.61747 3.16941
H5 3.30905 -0.78403 3.73407
H6 4.67124 0.14085 3.04766
H7 2.30099 1.15413 2.81101
H8 1.12154 -0.14466 2.99439
H9 1.97671 2.80293 1.42034
H10 0.34715 3.19601 2.00015
H11 -0.03838 3.55343 -2.50638
H12 0.83300 5.09502 -2.37393
H13 -0.86933 4.99340 -1.88425
H14 1.56356 4.99838 1.06749
H15 -0.09054 5.61068 0.82521
H16 1.20954 6.06329 -0.28395
C9 0.43967 -1.64457 -4.83226
C10 -0.64350 -2.50869 -4.87549
C11 -1.46869 -2.64370 -3.76934
C12 -1.21465 -1.91038 -2.61207
C13 -0.11642 -1.02596 -2.55091
C14 0.69377 -0.91526 -3.67718
C15 -2.08214 -2.03258 -1.41854
C16 -3.18735 -2.90630 -1.36939
C17 -3.94105 -2.99650 -0.24124
C18 -3.63975 -2.20013 0.88751
C19 -4.39680 -2.24362 2.07929
C20 -4.07865 -1.43667 3.13376
C21 -2.99185 -0.54788 3.02765
C22 -2.24249 -0.49167 1.88281
C23 -2.54559 -1.32457 0.78735
N3 -1.77647 -1.26585 -0.35971
H17 1.08465 -1.53796 -5.69519
H18 -0.84908 -3.07957 -5.77112
H19 -2.30684 -3.32375 -3.83179
H20 1.54798 -0.24662 -3.67067
H21 -3.43233 -3.51223 -2.22617
H22 -4.78383 -3.67621 -0.19944
H23 -5.23617 -2.92566 2.13633
H24 -4.66029 -1.46920 4.04456
H25 -2.75718 0.10290 3.86020
H26 -1.42617 0.21763 1.81098

M in u: 437.43
Charge: +2
HOMO level in eV: -13.576
Electronic energy in Ha: -2042.3821
Orbital gap in Eh: 0.290

***

(3)
Density functional theory data (wB97M-V/def2-TZVPD) for a structure of composition C23H26N4O3ReSSe2 in a non-equilibrium geometry.

Positions of all 60 atoms, in Å:
Re1 0.30672 -0.26761 0.14590
O1 0.58576 -0.21167 2.29893
C1 1.74666 0.42525 2.85007
C2 2.85947 0.03049 1.90978
C3 4.15940 -0.19829 2.22964
C4 5.03255 -0.66271 1.23138
C5 4.49776 -0.83912 -0.05458
C6 3.22803 -0.39937 -0.34889
N1 2.35223 -0.11001 0.66050
H1 -0.19629 -0.40711 2.85956
H2 1.99747 0.09690 3.86650
H3 1.58688 1.47484 2.97254
H4 4.47513 -0.09230 3.24482
H5 6.03458 -0.94510 1.60228
H6 5.07229 -1.27964 -0.82615
H7 2.86174 -0.09688 -1.30170
O2 2.88054 1.62479 -3.03673
C7 2.41853 2.95000 -3.21968
C8 1.14644 3.14689 -2.37164
C9 0.68178 4.58833 -2.73023
O3 -0.52389 4.87349 -2.05250
C10 0.05586 2.15523 -2.88746
Se1 0.04144 0.22652 -2.07754
C11 1.50294 3.02523 -0.89284
Se2 -0.01013 2.10466 0.12452
H8 3.62378 1.42735 -3.66374
H9 2.19697 3.09368 -4.29080
H10 3.17884 3.68654 -2.91489
H11 0.56662 4.70538 -3.86034
H12 1.46503 5.36772 -2.45451
H13 -0.72768 5.81960 -1.98833
H14 0.19127 1.84402 -3.95129
H15 -0.93648 2.45329 -2.60332
H16 1.68532 4.02404 -0.37057
H17 2.29093 2.32229 -0.66633
N2 -3.11615 -2.42975 1.30588
C12 -4.24352 -1.60930 1.40469
C13 -5.60183 -2.07482 1.56477
C14 -6.62276 -1.20816 1.91307
C15 -6.35391 0.15548 1.99049
C16 -5.07565 0.64127 1.81313
C17 -4.05118 -0.20472 1.42920
S1 -2.52068 0.65103 1.37393
N3 -1.52668 -0.66251 0.91141
C18 -1.92150 -1.95045 0.88635
C19 -0.84543 -2.93015 0.55185
C20 -1.15129 -4.37715 0.53819
C21 -0.23466 -5.13093 -0.14070
C22 0.94951 -4.60358 -0.65213
C23 1.16768 -3.24078 -0.54958
N4 0.34328 -2.42454 0.13458
H18 -3.20799 -3.35400 1.71413
H19 -5.80379 -3.15596 1.48952
H20 -7.63286 -1.61340 1.93039
H21 -7.20330 0.86672 2.20098
H22 -4.81823 1.70713 1.95140
H23 -2.03092 -4.75892 1.04653
H24 -0.47300 -6.16125 -0.18659
H25 1.61610 -5.30280 -1.16110
H26 2.03024 -2.78525 -0.89271

Spin multiplicity: 4
Relative energy (zero: lowest compared OMol25 entry of this formula, charge and spin) in kJ/mol: 142.31
M in u: 782.68
Charge: +2
HOMO level (spin up / spin down) in eV: -12.377 / -12.764
Electronic energy in Ha: -6615.5078
Orbital gap (spin up / spin down) in Eh: 0.205 / 0.208

***

(4)
Density functional theory data (wB97M-V/def2-TZVPD) for a structure of composition C23H26N5O2S3Ti in a non-equilibrium geometry.

Positions of all 60 atoms, in Å:
Ti1 -0.66211 0.05717 -0.31905
O1 -2.02607 0.86395 3.56334
C1 -1.83241 0.77928 2.34964
N1 -0.67387 0.65770 1.69294
C2 0.39328 -0.01114 2.40104
C3 0.42499 -1.46483 1.97942
C4 1.05859 -2.44787 2.72595
C5 0.99243 -3.76322 2.30304
C6 0.28413 -4.07789 1.15054
C7 -0.31593 -3.05001 0.45164
N2 -0.24572 -1.78115 0.86386
C8 -3.03117 0.70312 1.43442
C9 -4.29044 1.08495 1.85748
C10 -5.36565 0.82949 1.01984
C11 -5.15303 0.18334 -0.18702
C12 -3.86110 -0.17417 -0.53975
N3 -2.82441 0.09111 0.25790
H1 0.24387 0.03245 3.48380
H2 1.36196 0.44169 2.16587
H3 1.59306 -2.17647 3.62695
H4 1.48636 -4.54109 2.87150
H5 0.20946 -5.09343 0.78876
H6 -0.84982 -3.20733 -0.47934
H7 -4.40057 1.54191 2.83000
H8 -6.36549 1.12242 1.31605
H9 -5.96107 -0.03312 -0.87126
H10 -3.63038 -0.66533 -1.47387
N4 0.32481 3.59744 0.74376
C13 -0.70811 4.24562 -0.05651
C14 -1.68316 3.24256 -0.66308
N5 -1.03193 2.08281 -1.28617
H11 -0.04034 2.77963 1.22466
H12 0.69686 4.23089 1.43849
H13 -0.22853 4.81292 -0.86215
H14 -1.30792 4.96520 0.51720
H15 -2.30100 3.76598 -1.39997
H16 -2.36458 2.88080 0.11109
H17 -0.15842 2.35224 -1.72931
H18 -1.65134 1.74823 -2.05890
S1 -2.47739 -1.56576 -5.00105
C15 -2.21208 -0.55377 -3.71387
S2 -1.07092 -1.15105 -2.47763
S3 -2.97429 0.97158 -3.55369
C16 3.11434 1.75253 -0.54518
C17 2.50364 0.39486 -0.73100
O2 1.21152 0.29171 -0.55125
C18 3.28101 -0.75565 -1.04125
C19 2.66760 -1.99887 -1.32752
C20 3.42631 -3.11838 -1.59005
C21 4.81975 -3.06039 -1.58553
C22 5.44081 -1.83964 -1.33250
C23 4.69595 -0.70731 -1.07262
H19 2.33774 2.45369 -0.24438
H20 3.58468 2.11446 -1.46622
H21 3.89592 1.74915 0.22311
H22 1.59076 -2.04457 -1.39247
H23 2.92513 -4.05134 -1.82276
H24 5.40845 -3.94481 -1.79388
H25 6.52293 -1.77271 -1.34153
H26 5.20292 0.23040 -0.88155

Spin multiplicity: 3
Relative energy (zero: lowest compared OMol25 entry of this formula, charge and spin) in kJ/mol: 0.00
M in u: 548.56
Charge: -1
HOMO level (spin up / spin down) in eV: -3.301 / -3.550
Electronic energy in Ha: -3360.5469
Orbital gap (spin up / spin down) in Eh: 0.208 / 0.217

***

- Look up the electronic energy of the second one.
  -2042.3821 Ha